# 1
7 unconnected molecules or ions with the total composition C6H24IN12O6 at a distorted geometry. Source: the Open Molecules 2025 dataset; level of theory: the ωB97M-V functional and the def2-TZVPD basis.

Structure (XYZ):
```
49
Properties=species:S:1:pos:R:3:nbo_charge:R:1
I -0.200 0.513 -0.848 -0.885
C -0.325 -4.074 0.240 0.771
O 0.557 -3.699 0.997 -0.626
N -0.903 -3.348 -0.793 -0.880
N -1.233 -5.010 0.618 -0.861
H -1.789 -3.630 -1.159 0.380
H -0.657 -2.369 -0.745 0.422
H -1.850 -5.364 -0.088 0.375
H -1.208 -5.363 1.560 0.408
C 3.971 1.632 -1.535 0.766
O 5.036 1.949 -2.097 -0.701
N 3.200 0.625 -1.915 -0.865
N 3.413 2.415 -0.594 -0.839
H 2.228 0.497 -1.658 0.413
H 3.537 0.158 -2.741 0.400
H 3.869 3.247 -0.269 0.409
H 2.535 2.057 -0.254 0.384
C -3.744 -0.576 -3.253 0.765
O -4.789 -0.868 -3.828 -0.687
N -2.630 -1.299 -3.405 -0.849
N -3.612 0.458 -2.380 -0.854
H -1.765 -0.970 -3.003 0.404
H -2.663 -2.215 -3.814 0.400
H -2.712 0.707 -1.999 0.405
H -4.324 1.156 -2.261 0.397
C 2.904 -1.723 1.884 0.781
O 3.302 -2.391 2.839 -0.691
N 3.578 -1.738 0.685 -0.854
N 1.852 -0.894 1.942 -0.848
H 4.398 -2.301 0.560 0.398
H 3.131 -1.378 -0.142 0.385
H 1.427 -0.600 1.073 0.402
H 1.313 -1.108 2.767 0.408
C -2.038 0.194 3.275 0.770
O -2.384 0.149 4.448 -0.678
N -1.289 1.128 2.657 -0.860
N -2.306 -0.853 2.441 -0.860
H -0.898 1.865 3.219 0.398
H -1.261 1.244 1.657 0.404
H -2.827 -1.570 2.915 0.402
H -1.949 -0.892 1.501 0.406
C -0.182 4.807 0.092 0.766
O -0.268 6.021 -0.076 -0.677
N -1.117 3.883 -0.279 -0.846
N 0.899 4.236 0.607 -0.846
H -1.953 4.160 -0.758 0.404
H -1.009 3.005 0.207 0.395
H 1.180 3.272 0.649 0.396
H 1.550 4.856 1.062 0.395
```

Energy relative to the best compared isomer or geometry (same formula, charge and spin) = 26.3 kJ/mol
Electronic energy = -44887.76193 eV
Kohn-Sham gap = 8.99 eV
Charge = -1



# 2
A gas-phase ion, C4H11BN (charge +1) at a distorted geometry. Source: the Open Molecules 2025 dataset; level of theory: the ωB97M-V functional and the def2-TZVPD basis.

Structure (XYZ):
```
17
Properties=species:S:1:pos:R:3:nbo_charge:R:1
B -0.010 -1.686 0.146 0.655
C 1.326 -0.796 -0.005 -0.786
C 1.229 0.699 0.177 -0.230
N -0.037 1.257 -0.293 -0.479
C -1.236 0.638 0.256 -0.224
C -1.296 -0.858 -0.120 -0.774
H -0.073 -2.892 0.173 -0.022
H 2.335 -1.168 0.260 0.288
H 1.550 -0.704 -1.164 0.256
H 1.323 0.910 1.290 0.223
H 2.078 1.190 -0.225 0.238
H 0.080 2.258 -0.205 0.446
H -0.138 1.074 -1.252 0.420
H -2.132 1.154 -0.068 0.244
H -1.118 0.549 1.360 0.230
H -1.294 -0.944 -1.196 0.250
H -2.185 -1.195 0.287 0.266
```

Energy relative to the best compared isomer or geometry (same formula, charge and spin) = 0.0 kJ/mol
Electronic energy = -6485.11959 eV
Kohn-Sham gap = 11.68 eV
Charge = +1
Structure (SMILES) = B1CC[NH2+]CC1



# 3
A molecular structure, C8H7BrN5O2Sn. Source: the Open Molecules 2025 dataset; level of theory: the ωB97M-V functional and the def2-TZVPD basis.

Structure (XYZ):
```
24
Properties=species:S:1:pos:R:3:nbo_charge:R:1
Sn -0.681 -2.326 -1.765 1.449
Br 2.598 -2.280 -3.296 0.145
C 1.984 -0.602 -2.712 0.162
C 2.762 0.535 -2.849 -0.248
C 2.257 1.731 -2.363 -0.105
C 1.007 1.760 -1.755 -0.195
C 0.295 0.584 -1.687 0.108
N 0.779 -0.572 -2.162 -0.568
C -1.071 0.472 -1.037 0.780
O -1.417 1.306 -0.223 -0.622
O -1.749 -0.573 -1.390 -0.831
H 3.733 0.474 -3.316 0.259
H 2.842 2.636 -2.453 0.248
H 0.580 2.662 -1.342 0.263
N -1.572 -0.566 4.433 -0.747
C -1.409 -0.561 3.109 0.674
N -2.112 0.285 2.364 -0.769
N -0.535 -1.455 2.637 -0.625
C -0.347 -1.725 1.411 0.669
N -0.066 -2.046 0.321 -0.750
H -2.179 0.080 4.904 0.413
H -1.085 -1.263 4.970 0.432
H -2.720 0.951 2.813 0.410
H -1.895 0.491 1.387 0.450
```

Electronic energy = -95825.61914 eV
Kohn-Sham gap = 9.43 eV
Charge = +1



# 4
C5H10O2 in the gas phase. Source: the Open Molecules 2025 dataset; level of theory: the ωB97M-V functional and the def2-TZVPD basis.

Structure (XYZ):
```
17
Properties=species:S:1:pos:R:3:nbo_charge:R:1
C 2.315 0.394 0.733 -0.241
O 0.978 0.404 0.255 -0.444
C 0.427 -1.100 -0.444 -0.218
C -0.103 0.149 1.205 -0.049
C -0.907 -0.630 0.180 -0.375
C -1.806 0.295 -0.650 -0.067
O -2.175 -0.281 -1.883 -0.712
H 2.948 0.325 -0.153 0.210
H 2.481 -0.478 1.373 0.198
H 2.513 1.329 1.266 0.187
H 0.481 -0.816 -1.516 0.105
H 0.274 -0.484 2.014 0.203
H -0.496 1.097 1.589 0.192
H -1.490 -1.461 0.591 0.219
H -2.745 0.499 -0.121 0.177
H -1.296 1.262 -0.802 0.151
H -1.350 -0.481 -2.347 0.463
```

Energy relative to the best compared isomer or geometry (same formula, charge and spin) = 560.6 kJ/mol
Electronic energy = -9437.23296 eV
Kohn-Sham gap = 8.59 eV
Charge = 0



| no. | lowest unoccupied orbital energy (eV) |
| --- | --- |
| 1 | 2.227 |
| 2 | -3.760 |
| 3 | -3.641 |
| 4 | 0.803 |